(1)
A 2-piece molecular cluster, C4H5ClO overall in a non-equilibrium geometry. Source: the OMol25 dataset; level of theory: wB97M-V/def2-TZVPD.

Structure (XYZ):
```
11
Properties=species:S:1:pos:R:3:forces:R:3
C -1.710593 -0.894402 0.817880 1.251 0.267 -0.338
C -1.449090 0.356968 0.648413 1.648 0.139 -0.388
C -2.836751 0.133674 0.891685 -0.316 0.069 -1.025
C 1.111969 0.838373 -0.640393 2.834 0.055 0.021
O 0.408781 1.643056 0.184054 -1.712 -0.286 0.871
Cl -4.006145 0.230300 -0.454605 -0.013 -0.006 0.273
H -1.390205 -1.930704 0.799765 -0.527 0.250 0.167
H -3.258897 0.419624 1.807554 -0.998 0.136 1.052
H 2.219084 0.775268 -0.276752 -1.486 0.301 -0.410
H 1.130220 1.139094 -1.684129 -0.205 0.162 -0.285
H 0.817049 -0.180812 -0.577265 -0.476 -1.087 0.061
```
Positions in Å, forces in eV/Å.

Calculated values
- Kohn-Sham gap (alpha / beta) (eV) = 8.96 / 8.43
- ΔE to the lowest compared entry with this formula, charge and spin (eV) = 6.4601

(2)
A 6-piece molecular cluster, C15H36F3NO6 overall. Source: the OMol25 dataset; level of theory: wB97M-V/def2-TZVPD.

Structure (XYZ):
```
61
Properties=species:S:1:pos:R:3:forces:R:3
O 2.863472 1.499756 0.020349 0.215 0.222 -0.711
C 2.611195 2.054790 -1.016832 0.123 -0.251 0.468
C 1.729636 1.553907 -2.146421 -0.110 -0.209 0.332
C 0.838506 2.783406 -2.407547 0.119 -0.004 -0.380
C -0.612471 2.593854 -2.024578 -0.145 -0.135 0.090
F -1.328417 2.031113 -3.018596 0.071 -0.087 -0.006
F -0.767724 1.804444 -0.944090 0.083 0.097 0.062
F -1.213069 3.764140 -1.736484 0.056 0.035 -0.068
C 1.515259 3.903836 -1.553627 0.247 -0.540 0.140
N 2.922298 3.451223 -1.292401 -0.732 -0.123 -0.205
H 2.372075 1.323628 -3.000976 -0.177 -0.028 0.137
H 1.211518 0.641284 -1.854384 -0.028 0.103 -0.134
H 0.820663 2.994197 -3.479673 0.070 0.286 0.147
H 1.475209 4.896514 -1.994648 0.009 -0.078 0.096
H 1.025643 3.877878 -0.576339 -0.003 0.461 -0.082
H 3.365690 3.428779 -2.214227 0.226 0.223 0.170
C 5.890825 -1.628337 0.927543 -0.077 0.008 0.035
C 5.169849 -1.705854 -0.404029 0.001 0.018 0.014
O 3.776610 -1.433807 -0.279280 0.092 0.024 -0.047
H 5.451021 -2.328281 1.638239 0.013 -0.018 -0.012
H 6.949751 -1.863754 0.813215 0.005 0.007 -0.015
H 5.807975 -0.624786 1.350095 0.032 0.013 -0.013
H 5.244801 -2.712677 -0.818565 -0.017 0.012 -0.008
H 5.620233 -1.013412 -1.124580 0.033 -0.019 -0.014
H 3.685227 -0.539819 0.081172 -0.221 -0.035 -0.094
C -3.696827 0.062696 -0.154853 -0.131 0.032 -0.076
C -3.829438 -0.924703 -1.298093 0.114 0.113 -0.084
O -4.389289 -0.328182 -2.464670 -0.010 -0.020 0.047
H -4.667270 0.487618 0.100661 -0.008 -0.043 0.049
H -3.286270 -0.420652 0.733019 0.005 -0.013 -0.003
H -3.038280 0.886702 -0.435181 0.052 -0.030 0.034
H -4.500187 -1.739451 -1.028288 -0.017 -0.011 -0.023
H -2.853006 -1.359760 -1.540691 -0.010 -0.059 0.057
H -3.806730 0.388428 -2.736593 -0.016 0.006 -0.009
C -2.334225 1.297493 4.409916 -0.029 -0.044 0.014
C -2.975527 1.638188 3.079019 -0.108 0.050 0.187
O -4.337735 1.202552 3.031205 0.078 -0.040 -0.041
H -2.375220 0.222345 4.577134 0.029 0.001 0.015
H -1.292282 1.618309 4.448690 -0.008 0.030 -0.039
H -2.871329 1.781130 5.229148 0.034 0.031 0.007
H -2.461652 1.135127 2.262262 -0.047 -0.008 -0.044
H -2.932649 2.715932 2.892193 0.063 -0.010 -0.048
H -4.803714 1.658607 3.740032 -0.061 -0.039 -0.011
C 3.353124 -2.775521 -4.620774 -0.058 0.021 0.033
C 4.030657 -1.487811 -4.191878 -0.014 -0.095 0.138
O 3.286812 -0.791273 -3.199504 0.008 -0.072 -0.151
H 2.353214 -2.569011 -5.003157 0.007 0.004 -0.022
H 3.927772 -3.280654 -5.398520 0.012 0.003 0.004
H 3.252778 -3.458031 -3.773870 0.032 -0.010 -0.008
H 4.120170 -0.804586 -5.036712 0.013 0.017 0.005
H 5.041484 -1.695694 -3.821741 0.015 0.006 -0.055
H 3.209560 -1.349392 -2.412388 0.106 0.135 0.159
C -3.386211 -2.487390 4.369225 0.017 0.057 -0.009
C -4.885586 -2.598816 4.566012 -0.026 0.126 -0.121
O -5.498540 -1.320749 4.685820 -0.003 -0.053 -0.017
H -2.934433 -1.952636 5.205198 0.004 -0.042 0.027
H -2.916395 -3.468612 4.285734 -0.027 -0.012 -0.005
H -3.171218 -1.925468 3.456732 0.036 -0.037 -0.019
H -5.115617 -3.135106 5.485949 -0.029 0.010 0.015
H -5.336646 -3.151355 3.734122 0.011 -0.068 0.033
H -5.305070 -0.822296 3.881504 0.084 0.081 0.058
```
Positions in Å, forces in eV/Å.

Calculated values
- SMILES string = O=C1C[C@@H](C(F)(F)F)CN1.CCO.CCO.CCO.CCO.CCO
- Kohn-Sham gap (eV) = 10.38

(3)
C58H66ClN3O4SeSr as an isolated structure in a non-equilibrium geometry. Source: the OMol25 dataset; level of theory: wB97M-V/def2-TZVPD.

Structure (XYZ):
```
134
Properties=species:S:1:pos:R:3:forces:R:3
Sr -1.081643 -0.842591 -0.094035 -0.625 -0.202 -0.773
C 0.989720 3.513320 6.842043 -0.005 0.002 0.007
C 1.804232 3.424127 5.543766 -0.021 -0.007 -0.021
C 3.123383 2.718222 5.859451 0.000 0.008 0.007
C 2.132474 4.844886 5.062710 0.007 0.005 -0.001
C 1.003217 2.687756 4.471932 0.019 0.009 -0.028
C 1.440372 1.527917 3.857618 0.015 -0.026 -0.036
C 0.687284 0.910439 2.864748 0.027 0.036 -0.010
Se 1.401437 -0.657177 2.009812 0.051 0.080 0.065
C 2.557857 0.102567 0.656577 0.013 -0.003 0.022
C 3.760856 0.650593 1.083889 -0.016 0.028 0.034
C 4.629691 1.260329 0.195497 -0.010 -0.012 -0.031
C 4.264259 1.220974 -1.156067 0.027 -0.071 0.003
C 3.106224 0.645695 -1.645197 0.056 -0.099 -0.065
C 2.139171 0.134341 -0.710453 0.004 0.170 0.157
O 0.973611 -0.240241 -1.068268 0.333 -0.017 0.026
C 2.853537 0.653923 -3.165189 0.023 0.049 0.021
C 4.150424 0.317030 -3.922820 -0.001 0.020 0.008
C 2.379274 2.052969 -3.584116 -0.051 -0.017 0.024
C 1.809598 -0.366420 -3.643088 0.013 -0.027 -0.051
C 5.930237 1.939459 0.617484 -0.013 -0.011 -0.009
C 6.125269 1.905883 2.133573 0.011 0.010 -0.001
C 5.914961 3.409724 0.175684 -0.002 0.009 0.009
C 7.129003 1.235816 -0.035254 0.006 0.001 0.001
C -0.569066 1.411622 2.434057 0.067 0.033 -0.046
O -1.252764 0.839762 1.513072 0.050 0.146 0.298
C -1.023397 2.615743 3.075228 -0.038 0.023 0.025
C -0.234893 3.196619 4.048415 0.018 -0.013 0.037
C -2.352210 3.236023 2.631455 0.030 -0.023 -0.024
C -2.686601 4.499147 3.428027 -0.012 0.024 -0.003
C -3.503754 2.238867 2.838678 -0.002 0.015 0.019
C -2.278174 3.629567 1.146311 -0.001 0.000 0.019
H 1.551345 4.046006 7.616832 0.001 0.003 0.005
H 0.048357 4.040873 6.681649 -0.004 0.000 -0.002
H 0.751711 2.513191 7.210017 0.002 -0.002 0.002
H 3.667250 3.279052 6.624869 0.002 -0.001 0.003
H 2.954886 1.707046 6.235140 -0.004 -0.005 0.001
H 3.759633 2.649690 4.974922 0.003 0.002 -0.004
H 2.693973 5.393321 5.826557 0.005 0.003 0.001
H 2.731031 4.806605 4.150489 0.000 0.000 -0.002
H 1.224232 5.406049 4.839190 -0.004 0.002 0.003
H 2.387099 1.076421 4.126314 0.002 0.000 -0.004
H 3.985109 0.608788 2.142448 0.001 0.000 0.002
H 4.942410 1.675722 -1.869059 0.024 0.004 -0.040
H 4.948657 1.040442 -3.756873 0.020 0.040 0.019
H 4.521200 -0.668650 -3.629624 -0.001 0.001 0.003
H 3.945579 0.301436 -4.996789 0.002 -0.007 0.003
H 3.116838 2.812431 -3.310384 -0.002 0.005 0.001
H 2.217632 2.095677 -4.665931 0.004 0.001 0.001
H 1.431250 2.290549 -3.097997 0.001 -0.004 0.005
H 2.039618 -1.371198 -3.277405 -0.013 0.007 0.015
H 0.808762 -0.107401 -3.315828 -0.009 0.004 -0.017
H 1.826278 -0.384598 -4.738606 0.019 -0.015 -0.001
H 5.298965 2.398445 2.649846 -0.003 0.006 0.005
H 6.194800 0.881540 2.505346 -0.003 -0.005 0.001
H 7.050391 2.425815 2.398277 0.003 -0.003 0.003
H 5.079472 3.935881 0.640884 -0.002 0.002 0.002
H 6.846300 3.909765 0.461793 0.002 0.003 0.001
H 5.800576 3.497695 -0.905537 0.001 0.000 -0.003
H 7.171958 0.190613 0.278438 0.001 -0.002 0.002
H 7.050930 1.252995 -1.123463 -0.002 0.001 -0.004
H 8.067941 1.723582 0.247491 0.006 0.002 0.002
H -0.589112 4.108741 4.514555 0.007 -0.008 0.004
H -2.778114 4.293261 4.498363 -0.006 0.002 0.000
H -1.934172 5.279915 3.288670 0.000 -0.001 -0.001
H -3.643566 4.893541 3.078053 -0.002 0.003 0.004
H -3.569443 1.948307 3.891843 -0.007 0.004 -0.002
H -4.451645 2.703224 2.550369 -0.005 0.000 -0.004
H -3.359414 1.346222 2.235489 0.016 -0.018 0.003
H -1.477161 4.356786 0.985678 -0.003 -0.001 -0.001
H -2.093655 2.762715 0.516771 0.008 -0.006 0.001
H -3.222047 4.084713 0.832287 -0.005 0.003 -0.001
O -3.137316 -7.089355 -4.249441 -0.003 0.001 -0.004
C -3.610483 -5.781673 -4.549004 0.001 0.001 0.006
C -2.906682 -4.762428 -3.697554 0.044 -0.005 0.018
C -3.414193 -3.475554 -3.606525 -0.029 0.027 -0.025
C -2.747835 -2.545922 -2.826056 0.008 -0.103 0.048
N -1.630577 -2.835341 -2.161777 -0.040 0.281 -0.099
C -1.120867 -4.054954 -2.275341 0.296 -0.068 0.183
C -1.733260 -5.056895 -3.021572 -0.102 -0.056 -0.031
C 0.199522 -4.276569 -1.587323 -0.326 0.103 -0.158
C 0.962625 -5.410603 -1.836640 0.105 -0.047 -0.009
C 2.217107 -5.531183 -1.253512 -0.028 -0.028 -0.048
C 3.066860 -6.749372 -1.505297 0.007 0.004 0.005
O 2.335793 -7.967549 -1.415686 -0.011 0.009 -0.003
C 2.664857 -4.493966 -0.454212 0.023 0.028 0.018
C 1.835087 -3.398725 -0.255705 -0.032 0.002 -0.036
N 0.623019 -3.296555 -0.787593 -0.019 0.000 0.153
H -3.587002 -7.708710 -4.829198 0.008 -0.003 -0.003
H -4.688652 -5.707654 -4.372855 0.004 -0.005 0.009
H -3.426692 -5.543814 -5.603693 -0.010 0.006 0.001
H -4.325551 -3.188369 -4.117045 -0.003 -0.007 -0.001
H -3.132792 -1.542623 -2.701857 0.011 0.017 -0.002
H -1.327787 -6.055188 -3.073328 -0.010 -0.008 -0.005
H 0.605951 -6.191979 -2.492485 0.007 0.003 -0.005
H 3.913147 -6.751486 -0.810147 -0.006 -0.003 0.001
H 3.471474 -6.722464 -2.518893 0.004 0.006 0.004
H 1.740653 -7.895609 -0.661863 0.008 -0.009 0.005
H 3.642011 -4.525006 0.011866 -0.002 0.004 0.004
H 2.165038 -2.564895 0.350726 0.002 -0.004 -0.001
C -2.067953 -4.530149 2.870944 -0.002 -0.009 0.007
C -3.449242 -4.603966 2.992593 0.016 -0.033 0.031
C -4.241989 -3.773270 2.232876 -0.023 -0.031 0.021
C -3.668306 -2.854631 1.336842 0.034 0.075 -0.100
N -2.326765 -2.802592 1.228974 -0.031 -0.096 0.185
C -1.568264 -3.605814 1.974753 -0.041 -0.015 -0.102
C -4.484745 -1.921064 0.502930 0.000 -0.062 0.019
C -5.886321 -1.985238 0.600714 -0.037 -0.006 -0.004
C -6.680574 -1.129177 -0.137317 0.017 0.040 -0.030
C -6.071716 -0.193879 -0.974188 -0.009 -0.048 0.013
C -4.688728 -0.145043 -1.059780 0.038 -0.044 0.016
C -3.825595 -1.003617 -0.344786 -0.014 -0.021 0.235
H -1.401504 -5.154234 3.450369 -0.002 -0.001 0.009
H -3.906158 -5.304045 3.683326 0.004 0.000 -0.002
H -5.313831 -3.828918 2.339735 0.005 -0.001 -0.004
H -0.495315 -3.502995 1.837446 0.008 0.036 0.006
H -6.387136 -2.694771 1.250696 0.006 -0.003 -0.003
H -7.760941 -1.182648 -0.055220 -0.002 0.003 -0.004
H -6.678756 0.495451 -1.553308 -0.006 0.005 -0.001
H -4.245607 0.601246 -1.716217 -0.009 0.020 -0.011
Cl -5.621234 4.545338 -5.890103 0.064 -0.053 0.052
C -4.474643 3.594365 -4.932044 -0.043 0.049 -0.038
C -3.661259 4.214344 -3.984847 -0.004 0.050 -0.003
C -2.767628 3.485219 -3.237909 0.014 -0.053 -0.007
C -2.609337 2.057507 -3.383841 -0.110 0.030 -0.030
C -1.710696 1.315423 -2.649778 -0.077 -0.138 0.152
C -3.490171 1.474349 -4.368387 0.030 0.029 0.027
C -4.380620 2.218257 -5.108609 -0.023 -0.042 -0.027
H -3.739823 5.286054 -3.835287 0.002 -0.002 0.004
H -2.153920 3.996002 -2.503513 0.002 0.005 0.007
H -1.086321 1.766274 -1.887211 0.095 -0.003 -0.060
H -1.668199 0.238336 -2.791133 0.162 0.022 -0.064
H -3.440380 0.401552 -4.530566 -0.003 -0.006 -0.008
H -5.019175 1.728716 -5.836724 0.001 -0.004 0.003
```
Positions in Å, forces in eV/Å.

Calculated values
- charge = -2
- Kohn-Sham gap (eV) = 3.40
- ΔE to the lowest compared entry with this formula, charge and spin (eV) = 1.3009

(4)
C5H6S as an isolated structure in a non-equilibrium geometry. Source: the OMol25 dataset; level of theory: wB97M-V/def2-TZVPD.

Structure (XYZ):
```
12
Properties=species:S:1:pos:R:3:forces:R:3
C 0.216550 0.039621 1.248538 -0.220 0.095 5.057
C -0.071065 1.109392 0.227833 1.040 -1.360 -1.276
C 0.118830 -1.098304 0.203607 -0.939 6.071 0.073
C 1.313121 -0.667088 -0.485234 -0.438 2.720 -0.996
C 1.238633 0.724190 -0.542869 1.335 -2.618 -2.064
H -0.607465 -0.161364 2.092268 1.907 1.006 -1.410
H 1.308220 0.325550 1.520940 -1.877 -1.424 1.172
H -0.253593 2.144279 0.482992 -0.183 -0.053 -0.108
H -0.230068 -1.975327 0.472433 -0.732 -4.578 1.189
H 2.034742 -1.427345 -0.520868 1.587 -0.210 -1.148
H 2.021060 1.237970 -1.127612 -0.797 0.444 0.761
S -1.323082 -0.049414 -0.426963 -0.684 -0.093 -1.249
```
Positions in Å, forces in eV/Å.

Calculated values
- Kohn-Sham gap (eV) = 8.88
- ΔE to the lowest compared entry with this formula, charge and spin (eV) = 3.2715

(5)
One molecule with the formula C20H20ClN3O4S in a non-equilibrium geometry. Source: the OMol25 dataset; level of theory: wB97M-V/def2-TZVPD.

Structure (XYZ):
```
49
Properties=species:S:1:pos:R:3:forces:R:3
O -3.145411 2.000860 -4.104412 0.281 -0.601 -1.490
O -1.058356 2.698799 -5.204136 -1.570 -2.197 -0.415
Cl 2.940886 -3.832749 6.183975 -0.379 0.515 -0.357
N -0.593567 -0.053901 -0.263184 -0.012 0.714 -0.603
O 2.552038 0.760181 2.015149 0.412 0.290 -0.904
O -1.179570 -1.674606 -1.935055 -0.226 1.378 0.807
C -0.632222 -1.285576 -0.733272 0.536 -0.311 1.132
C -0.032389 -2.172090 0.209471 -0.467 -0.599 -0.203
C 0.342152 -1.407084 1.296078 -0.157 0.573 -1.094
C 0.346705 3.356806 3.322530 -0.594 0.304 -0.190
C -0.860909 2.997682 2.727167 -0.337 0.618 0.309
C 2.370713 -3.620871 3.568061 0.597 -0.650 -0.762
C 1.250140 -2.024106 4.931453 -0.561 0.737 0.200
C 1.483049 2.603946 3.071911 -0.557 0.612 0.276
C 1.776974 -3.056795 2.441353 0.589 -0.919 0.082
C 0.622725 -1.471476 3.801148 1.010 -0.935 0.193
C -0.937682 1.880385 1.907942 0.094 0.204 0.371
C 2.152852 -3.075563 4.797928 -0.515 0.236 0.920
C 1.431917 1.520914 2.233707 -0.341 -1.323 -0.298
C 0.925303 -1.967422 2.534580 0.000 0.569 -0.163
C 0.190708 1.103569 1.709433 0.121 0.682 0.031
N 0.053622 -0.069225 0.947892 -0.015 -2.984 -0.468
N -1.359446 0.215634 -4.557986 -0.325 1.276 -2.246
C 3.152967 0.952220 0.682116 -0.596 -0.447 0.947
C -0.765256 0.405196 -3.251868 0.573 1.247 1.964
C -2.222589 -0.864008 -4.068266 -1.077 -1.061 0.511
C -1.779285 -0.552476 -2.627970 0.763 -0.939 -0.314
C -2.765606 1.197200 -6.680153 -0.792 0.336 0.096
S -2.105537 1.664561 -5.077520 1.273 1.246 1.654
H -0.008143 -3.269835 0.142747 0.063 0.800 0.066
H 0.377389 4.272611 3.929284 0.137 -0.622 -0.140
H -1.747853 3.609142 2.953831 0.408 -0.410 -0.347
H 3.041090 -4.494862 3.505344 -0.463 0.579 -0.216
H 0.993482 -1.603412 5.909337 0.256 -0.312 -0.308
H 2.383780 2.872103 3.563822 0.870 0.070 0.110
H 2.012536 -3.562236 1.507990 -0.182 0.475 -0.102
H -0.099132 -0.689452 3.867980 -0.272 0.501 0.374
H -1.851098 1.580399 1.419987 -0.167 -0.018 0.066
H 2.518392 1.590918 0.075590 0.118 0.317 0.017
H 3.200373 -0.008827 0.185213 0.033 -0.312 0.035
H 4.161502 1.332509 0.822177 -0.076 0.232 -0.070
H -0.820976 1.443155 -2.852763 0.150 -0.671 -0.336
H 0.269029 0.052356 -3.170585 -0.199 0.011 -0.191
H -1.928486 -1.856697 -4.444064 0.145 0.403 0.122
H -3.314022 -0.772014 -4.202470 0.444 0.273 -0.206
H -2.570390 -0.079619 -2.061627 0.060 0.042 0.405
H -3.154502 2.130921 -7.127789 0.261 -0.449 0.261
H -2.021805 0.741070 -7.320624 0.430 0.185 0.155
H -3.596091 0.481769 -6.581454 0.257 0.337 0.318
```
Positions in Å, forces in eV/Å.

Calculated values
- SMILES string = COc1ccccc1-n1nc(OC2CN(S(C)(=O)=O)C2)cc1-c1ccc(Cl)cc1
- Kohn-Sham gap (eV) = 9.13
- ΔE to the lowest compared entry with this formula, charge and spin (eV) = 2.3469